1.
Density functional theory data (ωB97M-V with the def2-TZVPD basis set) for a structure of composition C3H2Cl2F30NO4P4S2V2.

Last column: natural (NBO) charge in e.
Cartesian coordinates (Å):
V1 -0.5627 2.1337 -0.5283  1.605
V2 2.0350 -2.7780 0.6336  1.489
P1 -1.5444 0.2831 -2.8477  2.597
F1 -1.3639 0.3106 -1.2033  -0.582
F2 -0.0794 -0.3946 -2.9250  -0.576
F3 -2.1820 -1.1911 -2.9214  -0.555
F4 -1.4588 0.2508 -4.4771  -0.572
F5 -2.9629 0.9889 -2.7906  -0.555
F6 -0.8007 1.7372 -2.6868  -0.599
P2 1.3718 -3.7344 -2.3416  2.597
F7 1.3467 -4.3402 -0.7817  -0.589
F8 0.5498 -5.0152 -2.8345  -0.562
F9 -0.0077 -2.9656 -2.0045  -0.576
F10 1.2964 -2.9764 -3.7589  -0.570
F11 2.1850 -2.4559 -1.6719  -0.597
F12 2.8108 -4.3212 -2.6943  -0.561
P3 1.3891 0.0286 0.8881  2.585
F13 1.3589 1.1219 -0.3446  -0.574
F14 2.0967 1.0817 1.8800  -0.547
F15 -0.0506 0.5914 1.2759  -0.565
F16 1.3425 -1.1052 2.0264  -0.554
F17 0.5846 -1.0745 -0.0398  -0.555
F18 2.7467 -0.6746 0.2845  -0.541
P4 4.0307 -4.4344 1.8715  2.595
F19 5.5914 -4.1900 1.8243  -0.553
F20 3.8820 -4.0272 0.2887  -0.557
F21 4.1094 -5.9928 1.6043  -0.550
F22 2.3951 -4.5145 1.9821  -0.571
F23 4.0877 -4.6635 3.4463  -0.563
F24 3.7413 -2.7893 2.0162  -0.591
C1 -4.8611 3.7660 -2.1017  0.790
F25 -5.3299 2.5548 -2.0913  -0.272
F26 -4.3081 4.0477 -3.2690  -0.301
F27 -5.8041 4.6584 -1.8654  -0.303
S1 -3.5501 4.0656 -0.7415  2.137
O1 -2.3530 3.2963 -1.1227  -1.008
O2 -3.3732 5.4998 -0.7653  -0.895
N1 -4.3011 3.5759 0.7020  -1.105
S2 -3.9375 2.0448 0.8829  2.174
O3 -4.6843 1.1245 0.0654  -0.902
O4 -2.5034 1.7431 0.8675  -1.023
C2 -4.4422 1.7632 2.6758  0.759
F28 -3.7939 0.7595 3.2121  -0.290
F29 -4.1703 2.8616 3.3849  -0.316
F30 -5.7548 1.5967 2.7099  -0.304
C3 4.9964 2.4581 2.7636  -0.393
Cl1 5.0266 0.8032 2.1972  0.007
Cl2 5.7286 2.6082 4.3952  -0.048
H1 5.5169 3.1169 2.0778  0.219
H2 3.9598 2.7664 2.8527  0.219

LUMO (spin up / spin down)	0.300 / 0.319	eV
total charge	-1
HOMO-LUMO gap (spin up / spin down)	0.307 / 0.333	Eh
2S+1	7



2.
Density functional theory data (ωB97M-V with the def2-TZVPD basis set) for a cluster of 2 separate species, C3H2Cl2FNO in total.

Last column: natural (NBO) charge in e.
Cartesian coordinates (Å):
C1 2.5318 0.1445 -0.1023  0.047
C2 3.8181 -0.0244 -0.0012  -0.264
C3 0.6259 -1.2970 -0.1981  0.902
N1 -0.1447 -0.2879 -0.0148  -0.830
O1 0.9389 -2.4098 -0.2361  -0.410
F1 2.0814 1.4118 -0.3351  -0.377
Cl1 5.1142 1.2022 -0.0816  -0.030
Cl2 4.4485 -1.5673 0.0719  0.054
H1 0.3878 0.5327 0.2619  0.474
H2 -1.0796 -0.2412 -0.4572  0.435

LUMO	-0.026	eV
HOMO-LUMO gap	0.318	Eh



3.
Density functional theory data (ωB97M-V with the def2-TZVPD basis set) for the molecule C3H2Cl2N2.

Last column: natural (NBO) charge in e.
Cartesian coordinates (Å):
C1 0.1767 0.9690 -0.2237  -0.139
C2 -1.1519 0.4525 0.0014  0.134
C3 1.1206 0.1093 0.4438  0.069
N1 -0.8319 -0.7866 -0.4286  -0.407
N2 0.5137 -0.3878 -0.7500  -0.234
Cl1 -2.6836 1.0719 0.2537  0.121
Cl2 3.1561 0.4169 0.2155  -0.184
H1 1.0502 -0.3473 1.4179  0.225
H2 -1.3498 -1.4979 -0.9301  0.415

LUMO	-0.200	eV
HOMO-LUMO gap	0.331	Eh



4.
Density functional theory data (ωB97M-V with the def2-TZVPD basis set) for the molecule C3H2Cl2N2.

Last column: natural (NBO) charge in e.
Cartesian coordinates (Å):
C1 -0.6198 1.4582 0.9139  -0.173
C2 -1.4943 0.7582 0.1465  -0.106
C3 0.6881 0.9778 0.4233  -0.257
N1 -0.8197 -0.1091 -0.6468  -0.176
N2 0.4133 -0.0055 -0.5340  -0.117
Cl1 -3.2088 0.8528 -0.0169  0.028
Cl2 1.9893 1.9948 -0.1512  0.052
H1 1.1410 0.5088 1.2998  0.315
H2 -1.3132 -0.8736 -1.1012  0.433

LUMO	-1.426	eV
HOMO-LUMO gap	0.263	Eh



5.
Density functional theory data (ωB97M-V with the def2-TZVPD basis set) for a cluster of 2 separate species, C3H2Cl2O in total.

Last column: natural (NBO) charge in e.
Cartesian coordinates (Å):
C1 -0.2351 0.2828 0.1638  0.235
C2 -1.3887 -0.2329 -0.2087  -0.359
C3 0.9542 0.8401 0.0704  0.383
O1 0.5492 0.7101 1.3586  -0.338
Cl1 1.7985 -1.9952 -0.0900  -0.736
Cl2 2.1818 1.5403 -0.6425  0.324
H1 -2.1462 -0.5701 0.4714  0.242
H2 -1.7137 -0.5753 -1.1232  0.250

LUMO (spin up / spin down)	-2.465 / -2.525	eV
HOMO-LUMO gap (spin up / spin down)	0.224 / 0.219	Eh



6.
Density functional theory data (ωB97M-V with the def2-TZVPD basis set) for a cluster of 2 separate species, C3H2Cl2O2 in total.

Last column: natural (NBO) charge in e.
Cartesian coordinates (Å):
C1 -1.5803 0.1063 0.4192  0.711
C2 -1.6809 0.1339 -0.8610  -0.797
C3 2.0182 -0.2426 0.6238  0.378
O1 -1.5374 -0.0330 1.5725  -0.447
O2 1.9600 -0.5279 1.7867  -0.463
Cl1 2.2118 -1.2925 -0.6711  0.060
Cl2 2.0707 1.3707 0.0631  0.026
H1 -2.6018 0.4995 -1.4552  0.276
H2 -0.8603 -0.0145 -1.4781  0.256

LUMO	0.217	eV
HOMO-LUMO gap	0.358	Eh



7.
Density functional theory data (ωB97M-V with the def2-TZVPD basis set) for the molecule C3H2Cl2O2.

Last column: natural (NBO) charge in e.
Cartesian coordinates (Å):
C1 1.9288 -0.1369 0.2223  0.677
C2 0.9644 0.4746 -0.4569  -0.251
C3 -1.3617 0.0968 0.2142  0.079
O1 2.8520 -0.5515 0.7650  -0.407
O2 -0.3397 0.8865 -0.1236  -0.486
Cl1 -1.6118 -1.2693 -0.9644  -0.089
Cl2 -1.1992 -0.6931 1.7126  0.002
H1 -2.2700 0.7293 0.2610  0.224
H2 1.0371 0.4637 -1.6302  0.251

LUMO	0.044	eV
HOMO-LUMO gap	0.351	Eh



8.
Density functional theory data (ωB97M-V with the def2-TZVPD basis set) for a cluster of 2 separate species, C3H2Cl2OS2 in total.

Last column: natural (NBO) charge in e.
Cartesian coordinates (Å):
C1 0.1974 -0.7854 1.1539  0.704
C2 0.7332 0.3674 1.1942  -0.747
C3 2.1628 -0.1437 -1.1393  -0.364
O1 0.0668 -1.9730 1.0368  -0.472
S1 3.0596 -2.8803 -0.3407  -0.053
S2 1.9032 -1.8081 -1.3764  0.286
Cl1 1.2523 1.0135 -2.1429  0.039
Cl2 3.4421 0.4282 -0.1564  0.072
H1 0.4673 1.2254 0.7834  0.257
H2 1.3722 0.6865 1.9728  0.277

LUMO (spin up / spin down)	0.346 / -2.550	eV
HOMO-LUMO gap (spin up / spin down)	0.280 / 0.258	Eh
2S+1	3